The following is a DFT calculation (ωB97M-V/def2-TZVPD) of one molecule with the formula C19H21ClN2O2 in a non-equilibrium geometry.

CARTESIAN COORDINATES (ANGSTROEM)
1 Cl 1.443 5.827 2.835
2 O 2.842 -2.900 -3.676
3 O 2.489 -1.136 -2.363
4 C -1.017 -2.959 3.246
5 C -2.195 -2.543 2.603
6 C 0.117 -2.181 3.182
7 C -0.061 3.526 3.184
8 C 0.952 3.926 0.994
9 C -2.239 -1.318 1.946
10 C 0.094 -0.957 2.485
11 C -0.608 2.344 2.700
12 C 0.319 2.783 0.534
13 C 0.731 4.309 2.335
14 C -1.078 -0.513 1.839
15 C -0.449 1.932 1.370
16 N -0.605 0.221 -0.502
17 N 0.301 -0.945 -2.890
18 C -1.118 0.659 0.847
19 C 2.418 -1.538 -3.748
20 C 0.935 -1.380 -4.131
21 C -1.569 -0.373 -1.440
22 C -1.020 -0.241 -2.841
23 C 0.781 -0.346 -0.564
24 C 1.319 -0.375 -2.017
25 H 2.817 -3.118 -2.706
26 H -0.992 -3.880 3.811
27 H -3.094 -3.128 2.731
28 H 1.001 -2.505 3.746
29 H -0.223 3.897 4.195
30 H 1.576 4.520 0.328
31 H -3.169 -1.016 1.519
32 H 1.003 -0.379 2.431
33 H -1.217 1.761 3.409
34 H 0.433 2.536 -0.514
35 H -2.191 0.915 0.705
36 H 3.013 -0.919 -4.446
37 H 0.464 -2.332 -4.486
38 H 0.813 -0.675 -4.930
39 H -1.743 -1.403 -1.182
40 H -2.505 0.164 -1.435
41 H -0.849 0.817 -3.110
42 H -1.737 -0.659 -3.531
43 H 0.816 -1.353 -0.201
44 H 1.440 0.262 0.060
45 H 1.564 0.674 -2.321

Values from the calculation:
HOMO = -8.46 eV
Kohn-Sham gap = 9.165 eV
Energy relative to the best compared isomer or geometry (same formula, charge and spin) = 65.5 kcal per mole